A structure of composition C30H52O7P2Se2SiTl, computed with ωB97M-V/def2-TZVPD.

Geometry (Å):
Tl: -0.26077 -0.29261 0.25151
Se: -1.95725 -2.34837 -0.42140
P: -3.18601 -0.65026 -1.09959
Se: -2.43684 1.27942 -0.30294
C: -4.91392 -0.87539 -0.59417
C: -5.61233 -1.96395 -1.11448
C: -6.92654 -2.17364 -0.73545
C: -7.54262 -1.30430 0.15567
C: -6.84829 -0.21823 0.66661
C: -5.52937 -0.00195 0.29564
C: -3.19717 -0.56557 -2.91295
C: -2.49766 -1.47133 -3.69914
C: -2.56224 -1.36250 -5.08100
C: -3.31508 -0.35611 -5.66658
C: -4.00868 0.55211 -4.87563
C: -3.94980 0.45223 -3.49775
H: -5.12794 -2.63810 -1.81163
H: -7.47849 -3.01340 -1.13606
H: -8.56828 -1.47545 0.45464
H: -7.33270 0.46294 1.35344
H: -4.98814 0.84344 0.69888
H: -1.90184 -2.24968 -3.24009
H: -2.02821 -2.06879 -5.70271
H: -3.35659 -0.27385 -6.74457
H: -4.59791 1.33338 -5.33707
H: -4.47617 1.16373 -2.87090
C: 0.80707 3.51227 -0.32662
C: 1.20018 2.71498 -1.57025
C: 2.54690 3.20824 -2.09861
C: 0.15957 2.85244 -2.67620
O: 1.23464 1.31375 -1.19957
Si: 2.52929 0.34367 -0.76592
O: 1.73268 -0.87337 -0.04452
O: 3.43011 -0.18144 -1.99887
C: 3.17207 -0.99462 -3.15817
C: 3.53439 -0.13542 -4.36597
C: 4.08779 -2.20871 -3.06188
C: 1.70994 -1.43133 -3.22483
O: 3.43403 1.26752 0.20499
C: 4.67392 0.99078 0.88664
C: 4.78527 2.03707 1.98958
C: 4.62859 -0.41598 1.48207
C: 5.83151 1.12561 -0.09975
H: 0.79803 4.58056 -0.54045
H: 1.53214 3.31219 0.46427
H: -0.18792 3.22070 0.01987
H: 2.44954 4.25175 -2.39616
H: 2.86018 2.62629 -2.96772
H: 3.31606 3.13182 -1.33477
H: 0.06092 3.90267 -2.95198
H: -0.81162 2.48089 -2.35155
H: 0.47203 2.28528 -3.55488
H: 4.57550 0.17897 -4.28984
H: 2.90470 0.75604 -4.38524
H: 3.39837 -0.68606 -5.29728
H: 5.12629 -1.88302 -2.99507
H: 3.97522 -2.84557 -3.93946
H: 3.84521 -2.78687 -2.16869
H: 1.05763 -0.55432 -3.27705
H: 1.45890 -2.00377 -2.33091
H: 1.53754 -2.05226 -4.10348
H: 3.95030 1.94285 2.68641
H: 4.76583 3.03825 1.55760
H: 5.71960 1.90779 2.53634
H: 3.69220 -0.54352 2.02769
H: 5.46779 -0.57932 2.15704
H: 4.66338 -1.15753 0.67948
H: 5.89674 2.14982 -0.46969
H: 5.66506 0.46267 -0.94809
H: 6.77096 0.86468 0.38786
C: -0.25627 1.78765 5.81230
C: -1.40905 0.81212 5.66707
O: -1.08947 -0.30124 4.80600
P: -1.06973 -0.13077 3.19892
O: 0.43417 -0.59858 2.75921
C: 1.16426 -1.70199 3.36984
C: 2.03383 -1.22936 4.51598
O: -1.82112 -1.51166 2.78165
C: -3.14148 -1.86511 3.22612
C: -3.12327 -2.75213 4.45737
H: -0.56212 2.62119 6.44419
H: 0.03700 2.17592 4.83496
H: 0.60863 1.30935 6.26990
H: -2.29036 1.33058 5.27948
H: -1.66978 0.36819 6.62608
H: 1.77405 -2.10887 2.56462
H: 0.45355 -2.45880 3.70234
H: 2.74337 -0.47324 4.17840
H: 2.59457 -2.07677 4.91080
H: 1.42112 -0.81929 5.31289
H: -3.58628 -2.39707 2.38491
H: -3.73346 -0.96082 3.40477
H: -2.51147 -3.63538 4.27249
H: -4.13936 -3.07424 4.68687
H: -2.71906 -2.21989 5.31422

Force components x, y, z for each atom (eV/Å):
0.0 -0.2 -0.7
0.2 0.6 0.0
-0.2 -0.2 -0.3
0.8 -0.8 0.3
0.3 0.1 0.0
0.0 0.0 0.0
0.0 -0.1 0.0
0.0 0.1 0.1
0.0 0.0 0.0
0.0 0.0 0.0
0.0 0.0 0.3
0.0 0.0 0.0
0.0 0.0 -0.1
0.1 -0.1 0.0
-0.1 0.1 0.0
0.0 0.0 0.0
0.0 0.0 0.0
0.0 0.0 0.0
0.0 0.0 0.0
0.0 0.0 0.0
0.0 0.0 0.0
0.0 0.0 0.0
0.0 0.0 0.0
0.0 0.0 0.0
0.0 0.0 0.0
-0.1 0.0 -0.1
0.1 -0.3 -0.1
-0.1 0.4 -0.2
0.0 -0.3 0.1
0.1 -0.1 0.1
0.1 -0.1 0.0
-0.1 0.4 -0.3
-0.9 -0.1 0.5
0.0 0.1 0.0
0.0 -0.1 -0.3
0.0 0.0 0.2
0.0 0.1 0.1
0.1 0.2 0.2
0.1 0.0 0.1
0.3 0.0 0.2
-0.1 -0.1 -0.1
-0.2 0.2 -0.2
-0.3 0.0 0.0
0.0 0.0 0.0
0.0 0.1 0.0
0.0 0.0 0.0
0.0 0.0 0.0
0.0 0.0 0.0
0.1 0.0 0.0
0.0 0.0 -0.1
0.0 0.0 0.0
0.0 0.0 0.0
0.0 0.0 0.0
0.0 0.0 -0.1
0.0 0.0 0.0
0.0 0.0 0.0
0.0 0.0 0.0
0.0 0.0 0.0
0.0 0.0 0.0
-0.1 -0.1 0.0
0.0 0.0 0.0
0.0 0.0 0.0
0.0 0.0 0.0
0.0 0.0 0.0
0.1 0.0 0.1
0.0 0.0 0.0
0.0 -0.1 0.1
0.0 0.0 0.0
0.1 0.0 0.0
0.0 0.0 0.0
0.0 -0.2 -0.1
0.1 0.3 0.1
0.1 0.0 -0.1
-0.4 -0.2 0.5
-0.2 0.3 -0.1
0.2 -0.3 0.0
-0.1 0.1 -0.2
0.4 0.0 0.2
-0.2 0.0 0.0
0.1 0.1 -0.2
0.0 0.0 0.0
0.0 0.1 0.0
0.0 0.0 0.0
0.0 -0.1 0.0
0.0 0.0 0.0
-0.1 0.0 0.0
-0.1 0.0 -0.1
0.0 0.0 0.0
0.0 0.0 0.0
0.0 0.0 0.1
0.0 0.1 0.0
0.0 0.0 0.0
0.0 0.0 0.0
0.0 0.0 0.0
0.0 0.0 0.1

Computed properties:
F_max: 1.123 eV/A
Highest occupied orbital energy: -11.6 eV
Orbital gap: 7.0 eV
Relative energy (zero: lowest compared OMol25 entry of this formula, charge and spin): 24.9 kcal per mole
Net charge: +1

Here are the Löwdin charges for atoms 1 to 2, given in e: Tl 0.633; Se 0.461